Entry 1:
Computed, not measured: a molecular structure, C22H34EuNOP3 at a distorted geometry, with the ωB97M-V functional and the def2-TZVPD basis.

Each line ends with the Löwdin spin population.
Atoms and positions in Å:
C (-1.1679, 3.2939, -2.8236)  0.094
C (-0.9137, 2.0367, -2.2763)  0.015
C (0.4327, 1.5696, -2.2692)  0.059
C (1.5009, 2.3970, -2.7671)  0.022
C (1.1855, 3.6935, -3.2541)  0.074
C (-0.1330, 4.1107, -3.3085)  0.010
C (2.8094, 1.9016, -2.6631)  0.275
C (3.0155, 0.5169, -2.5478)  0.022
C (1.9028, -0.2851, -2.1131)  0.060
C (1.9926, -1.7045, -2.0971)  0.010
C (3.1991, -2.2804, -2.4968)  0.101
C (4.3092, -1.5021, -2.8635)  0.003
C (4.2487, -0.1171, -2.8411)  0.082
H (-2.1957, 3.6504, -2.8989)  0.006
H (2.0139, 4.3362, -3.5699)  0.003
H (-0.3748, 5.0907, -3.7206)  -0.001
H (3.6568, 2.5689, -2.8123)  0.011
H (3.2705, -3.3684, -2.5471)  0.007
H (5.2205, -2.0075, -3.1803)  -0.002
H (5.1161, 0.5039, -3.0901)  0.003
N (0.7431, 0.3520, -1.7001)  0.107
Eu (0.6576, 0.2232, 0.7669)  5.048
C (-2.0298, 1.1466, -1.7495)  -0.002
H (-1.9334, 0.1223, -2.1508)  0.000
H (-3.0078, 1.5679, -2.0199)  0.000
C (0.7501, -2.5374, -1.7948)  -0.003
H (-0.1166, -2.1679, -2.3666)  0.000
H (0.9209, -3.5929, -2.0344)  0.000
P (-2.0737, 0.9463, 0.0937)  -0.004
P (0.1766, -2.4942, -0.0372)  -0.005
C (1.5485, -3.4468, 0.7157)  -0.001
H (1.4993, -3.3636, 1.8132)  0.000
H (1.4250, -4.4975, 0.4161)  0.000
H (2.5252, -3.0766, 0.3689)  0.000
C (-1.1540, -3.7409, -0.0464)  -0.001
H (-0.7225, -4.7393, -0.1995)  0.000
H (-1.6680, -3.7072, 0.9255)  0.000
H (-1.8746, -3.5149, -0.8453)  0.000
C (-2.5758, 2.6430, 0.5419)  0.000
H (-3.5552, 2.8433, 0.0892)  0.000
H (-2.6398, 2.7156, 1.6372)  0.000
H (-1.8319, 3.3542, 0.1589)  0.000
C (-3.6417, 0.0297, 0.3109)  0.000
H (-3.7550, -0.2404, 1.3700)  0.000
H (-4.4787, 0.6699, -0.0008)  0.000
H (-3.6198, -0.8869, -0.2969)  0.000
H (3.2913, 3.3119, -0.9338)  0.007
H (3.0009, 3.2904, -0.2256)  0.010
C (-0.6125, 1.2311, 4.6908)  0.001
P (-0.8930, -0.4314, 4.0946)  0.000
C (-0.0526, -1.6248, 5.1186)  0.000
C (-2.6562, -0.7747, 4.0880)  0.000
O (-0.3722, -0.5634, 2.6621)  -0.007
H (-1.1650, 1.9602, 4.0774)  0.000
H (0.4612, 1.4675, 4.6513)  0.000
H (-0.9514, 1.3096, 5.7314)  0.000
H (-0.2629, -1.4539, 6.1783)  0.000
H (-0.3827, -2.6318, 4.8429)  0.000
H (1.0250, -1.5388, 4.9406)  0.000
H (-3.1821, -0.0973, 3.3979)  0.000
H (-2.8235, -1.8134, 3.7666)  0.000
H (-3.0814, -0.6536, 5.0934)  0.000

* net charge: +1
* multiplicity: 7
* expectation value of S²: 12.0516
* E_HOMO (alpha / beta): -7.503 / -8.892 eV


Entry 2:
Computed, not measured: a molecular structure, C22H50MgP2Si2 at a distorted geometry, with the ωB97M-V functional and the def2-TZVPD basis.

Each line ends with the Mulliken charge.
Atoms and positions in Å:
P (0.1386, -2.1859, -4.5070)  1.572
P (0.3239, 0.9422, -4.2960)  1.258
C (-0.1474, -1.2176, -6.0553)  -1.348
C (0.5072, 0.1587, -5.9795)  -1.303
H (-1.2343, -1.1554, -6.2198)  0.407
H (0.2738, -1.8080, -6.8820)  0.542
H (1.5814, 0.1068, -6.2123)  0.431
H (0.0521, 0.8296, -6.7203)  0.553
C (-1.3369, 1.6783, -4.6252)  -1.560
H (-1.5680, 2.4200, -3.8494)  0.362
H (-2.1168, 0.9041, -4.6341)  0.331
H (-1.3091, 2.1741, -5.6082)  0.511
C (1.3289, 2.4297, -4.6543)  -1.396
H (0.9452, 2.9215, -5.5610)  0.410
H (2.3757, 2.1357, -4.8098)  0.391
H (1.2619, 3.1174, -3.8015)  0.362
C (-0.8949, -3.6470, -4.8165)  -1.465
H (-0.7536, -4.3573, -3.9901)  0.369
H (-0.5796, -4.0995, -5.7689)  0.434
H (-1.9491, -3.3413, -4.8701)  0.378
C (1.7871, -2.8538, -4.9551)  -1.633
H (2.5488, -2.0621, -4.9494)  0.360
H (1.7092, -3.2783, -5.9672)  0.514
H (2.0737, -3.6402, -4.2450)  0.380
Mg (0.8688, -0.4343, 3.6149)  0.575
C (0.7155, 0.8141, -0.8133)  -0.255
C (-0.6225, 0.7596, -0.9361)  -0.152
C (-1.4615, -0.2046, -1.7358)  0.480
C (-1.7657, -1.5719, -1.0707)  -0.893
C (-0.6540, -2.4855, -0.6899)  -0.524
C (0.6642, -2.4425, -0.9635)  -0.542
C (1.3570, -1.4638, -1.8634)  1.340
C (1.8120, -0.1456, -1.2204)  -1.170
C (0.9278, -2.4669, 3.0808)  -1.431
H (1.0926, 1.5912, -0.1550)  0.254
H (-1.1887, 1.3985, -0.2530)  0.276
H (-0.9710, -0.4147, -2.6957)  -1.278
H (-2.4240, 0.2942, -1.9703)  0.522
H (-2.3746, -1.3620, -0.1781)  0.429
H (-2.4310, -2.1531, -1.7460)  0.413
H (-0.9960, -3.3520, -0.1064)  0.444
H (1.2937, -3.2543, -0.5614)  0.407
H (0.6752, -1.1313, -2.6526)  -2.196
H (2.2234, -1.9543, -2.3352)  0.657
H (2.4409, -0.4274, -0.3524)  0.430
H (2.4934, 0.3699, -1.9318)  0.445
H (1.3830, -2.8560, 3.9959)  0.451
H (1.6011, -2.5426, 2.1970)  0.366
H (-0.0530, -2.9152, 2.8415)  0.264
C (2.0105, 2.0751, 3.3460)  -1.203
Si (0.1850, 2.5645, 3.6132)  0.172
C (0.0980, 3.7025, 5.1164)  -1.059
C (-0.3814, 3.5818, 2.1386)  -0.861
C (-0.7493, 0.9903, 3.8346)  -0.378
Si (-1.0980, 0.2656, 5.4971)  0.003
C (-2.2987, 1.1931, 6.5816)  -1.070
C (-1.7032, -1.4886, 5.2282)  -1.000
C (0.5628, 0.1399, 6.4057)  -1.015
H (2.5437, 3.0162, 3.5462)  0.301
H (2.2288, 1.7615, 2.3103)  0.313
H (2.4165, 1.3126, 4.0444)  0.512
H (0.6891, 4.6076, 4.8988)  0.364
H (-0.9365, 4.0185, 5.3231)  0.284
H (0.5039, 3.2393, 6.0282)  0.302
H (-0.1205, 3.1097, 1.1811)  0.088
H (-1.4696, 3.7304, 2.1602)  0.296
H (0.0882, 4.5767, 2.1656)  0.327
H (-1.5945, 0.8935, 3.1429)  0.560
H (-3.2809, 1.2372, 6.0874)  0.298
H (-2.4130, 0.6541, 7.5353)  0.339
H (-1.9765, 2.2211, 6.8036)  0.296
H (-0.9339, -2.2107, 4.9159)  0.341
H (-2.1183, -1.8165, 6.1928)  0.313
H (-2.5050, -1.5110, 4.4757)  0.273
H (1.3108, -0.5572, 5.9771)  0.362
H (1.0301, 1.1263, 6.5344)  0.286
H (0.2874, -0.2548, 7.3945)  0.382

* net charge: 0
* energy above the lowest of the compared OMol25 structures with the same formula, charge and spin: 16.9 kcal/mol
* E_HOMO: -7.488 eV


Entry 3:
Computed, not measured: a molecular structure, C32H25AsN2O6PbS4Si, with the ωB97M-V functional and the def2-TZVPD basis.

Each line ends with the Mulliken charge.
Atoms and positions in Å:
Pb (1.9114, 0.6276, -0.2153)  1.163
O (0.4200, 3.3958, -2.9240)  -0.662
As (1.1555, 3.9388, -1.4252)  1.051
O (1.9416, 5.3404, -1.6327)  -0.762
O (2.1225, 2.6194, -0.9754)  -0.664
C (-0.1319, 4.0148, 0.0280)  -0.296
C (0.1525, 5.0391, 0.9221)  -0.572
C (-0.5092, 5.1163, 2.1405)  -0.674
C (-1.4442, 4.1588, 2.4929)  -0.667
C (-1.7459, 3.1253, 1.6221)  -0.542
C (-1.1011, 3.0576, 0.3955)  0.204
S (-1.8162, 1.8856, -0.7157)  1.746
O (-2.3623, 2.6383, -1.7987)  -0.652
O (-2.6601, 0.9864, 0.0108)  -0.716
O (-0.5824, 0.9948, -1.2658)  0.654
H (-0.4016, 3.8716, -3.1232)  0.355
H (0.9019, 5.7682, 0.6388)  0.566
H (-0.2840, 5.9244, 2.8236)  0.412
H (-1.9506, 4.2202, 3.4482)  0.421
H (-2.4760, 2.3684, 1.8729)  0.574
C (-4.4249, 0.5100, -5.4160)  -0.501
C (-4.7236, 0.2024, -4.0928)  -0.994
C (-3.7022, 0.0058, -3.1764)  0.076
C (-2.3606, 0.0963, -3.5734)  0.705
C (-2.0789, 0.4136, -4.9036)  -0.477
C (-3.1023, 0.6277, -5.8175)  -0.782
Si (-0.9337, -0.2824, -2.4561)  -1.444
C (-1.1525, -1.8722, -1.4769)  1.004
C (-2.3926, -2.4614, -1.2082)  -0.154
C (-2.4864, -3.6573, -0.5107)  -0.811
C (-1.3401, -4.3051, -0.0696)  -0.531
C (-0.0965, -3.7529, -0.3380)  -0.949
C (-0.0099, -2.5541, -1.0324)  0.356
C (0.6429, -0.4915, -3.4283)  0.303
C (0.8908, -1.7686, -3.9583)  -0.368
C (2.0436, -2.0303, -4.6834)  -0.829
C (2.9681, -1.0156, -4.9071)  -0.522
C (2.7247, 0.2602, -4.4195)  -0.794
C (1.5724, 0.5208, -3.6871)  0.082
H (-5.2269, 0.6678, -6.1283)  0.389
H (-5.7561, 0.1192, -3.7729)  0.406
H (-3.9535, -0.1784, -2.1398)  0.370
H (-1.0453, 0.4931, -5.2278)  0.367
H (-2.8659, 0.8844, -6.8446)  0.414
H (-3.3015, -1.9872, -1.5526)  0.128
H (-3.4595, -4.0909, -0.3157)  0.439
H (-1.4129, -5.2404, 0.4718)  0.403
H (0.8061, -4.2610, -0.0167)  0.424
H (0.9736, -2.1705, -1.2761)  0.412
H (0.1711, -2.5679, -3.8014)  0.547
H (2.2245, -3.0269, -5.0672)  0.420
H (3.8738, -1.2216, -5.4665)  0.399
H (3.4256, 1.0641, -4.6121)  0.473
H (1.3946, 1.5259, -3.3283)  0.560
S (0.0058, -3.6453, 4.5448)  -0.347
C (0.6474, -2.1908, 4.1163)  0.096
S (0.1016, -1.3368, 2.6944)  0.111
C (1.1547, -0.0025, 3.0577)  0.201
N (1.8461, -0.1698, 4.1219)  -0.771
N (1.5831, -1.3896, 4.7200)  0.553
C (2.2995, -1.6336, 5.9497)  0.618
C (2.5473, -2.9163, 6.4224)  -0.478
C (3.2515, -3.0858, 7.6085)  -0.659
C (3.7190, -1.9956, 8.3229)  -0.429
C (3.4857, -0.7165, 7.8352)  -0.556
C (2.7827, -0.5307, 6.6571)  -0.300
S (1.1791, 1.4652, 2.1194)  -0.282
H (2.2059, -3.7796, 5.8777)  0.258
H (3.4363, -4.0902, 7.9685)  0.357
H (4.2665, -2.1391, 9.2468)  0.376
H (3.8557, 0.1468, 8.3757)  0.348
H (2.6061, 0.4629, 6.2748)  0.440

* net charge: 0
* energy above the lowest of the compared OMol25 structures with the same formula, charge and spin: 7.1 kcal/mol
* E_HOMO: -8.049 eV


> Look up the net charge of the first one.

+1


> Look up the net charge of the third one.

0


> Which of these has the highest net charge?

C22H34EuNOP3


> Among the records above, which one has the highest net charge?

C22H34EuNOP3